{
  "formula": "C11H17CuN2OS2",
  "method": "the ωB97M-V functional and the def2-TZVPD basis",
  "spin_multiplicity": 2,
  "e_above_lowest_kcal_mol": 1.7,
  "largest_force_ha_per_bohr": 0.0135,
  "charge": -1,
  "s2": 0.7576,
  "homo_lumo_gap_ev": [5.36, 5.45],
  "elements": ["Cu", "S", "S", "O", "N", "N", "C", "C", "C", "C", "C", "C", "C", "C", "C", "C", "C", "H", "H", "H", "H", "H", "H", "H", "H", "H", "H", "H", "H", "H", "H", "H", "H", "H"],
  "xyz": [[-0.096625, -0.062220, 0.093313], [1.937253, -0.069316, -0.948342], [-0.822937, -1.934332, -0.919514], [-1.097993, 0.105614, 2.707051], [-0.480060, 2.830121, -0.731247], [-1.049129, 1.617568, -0.688726], [-0.916155, 5.208204, -1.361290], [-3.270251, 0.661303, -1.191061], [-1.311290, 3.778901, -1.205315], [0.620489, -3.760427, -2.375129], [0.678098, -2.406287, -1.685219], [-0.103165, -0.022075, 2.024719], [-2.292750, 1.780131, -1.119953], [1.799918, -1.650034, -1.687765], [3.073178, -2.122766, -2.351136], [1.250351, -0.144549, 2.729246], [-2.498056, 3.136168, -1.462042], [-0.073677, 5.313511, -2.047561], [0.820922, -3.668954, -3.447220], [-3.405160, 3.573656, -1.846336], [1.868919, 0.703326, 2.428707], [1.126977, -0.156240, 3.816566], [-0.629533, 5.642149, -0.401391], [1.336483, -4.470951, -1.950817], [2.947338, -3.091952, -2.835552], [1.753805, -1.050738, 2.390510], [-1.753468, 5.778705, -1.757074], [-3.402165, 0.214397, -0.204932], [-2.889977, -0.130090, -1.835966], [0.490488, 2.909885, -0.484710], [3.397453, -1.392942, -3.097560], [-0.377771, -4.173742, -2.252784], [-4.229644, 1.018728, -1.564999], [3.875436, -2.199350, -1.612373]],
  "forces_ev_per_angstrom": [[0.0352, -0.1181, -0.2655], [0.2725, 0.1362, 0.0656], [-0.1284, -0.1706, -0.0395], [-0.0439, 0.0207, -0.1939], [0.0074, 0.0879, -0.0981], [-0.6583, 0.1245, 0.1791], [0.0998, -0.0849, 0.0418], [0.1305, -0.1339, 0.0745], [-0.0216, -0.0164, 0.0230], [0.0285, 0.1383, 0.0632], [0.0062, -0.0617, -0.0256], [0.0601, 0.1694, 0.5717], [0.2206, 0.3614, 0.0078], [0.0379, -0.1110, -0.0824], [-0.1375, 0.0017, 0.0412], [-0.0281, -0.0825, 0.0198], [-0.1632, -0.0759, -0.0615], [-0.0094, 0.0259, 0.0065], [0.0258, -0.0665, 0.0079], [0.0287, 0.0344, 0.0026], [0.0494, -0.0589, -0.0593], [-0.0599, 0.0021, -0.0130], [0.0041, 0.0305, -0.0231], [0.0065, -0.0076, -0.0395], [0.0839, 0.0337, -0.0143], [0.0309, 0.0507, -0.0816], [0.0001, 0.0077, -0.0048], [-0.0602, 0.0119, 0.0071], [-0.0001, -0.0426, -0.0436], [0.1111, -0.0737, -0.0201], [0.0339, -0.0350, -0.0288], [0.0026, -0.0665, -0.0301], [0.0087, -0.0077, 0.0284], [0.0262, -0.0235, -0.0156]]
}